(1)
108
Properties=species:S:1:pos:R:3 method="wB97M-V/def2-TZVPD" spin_multiplicity=1 homo_ha=-0.32557 smiles="COC(=O)OC.COC(=O)OC.CN(C)C=O.CN(C)C=O.CN(C)C=O.CN(C)C=O.CN(C)C=O.CCCC#N.CCCC#N"
C 0.590 5.059 -2.981
O 1.473 4.648 -1.962
C 0.968 4.766 -0.733
O -0.132 5.162 -0.446
O 1.995 4.519 0.120
C 1.670 4.710 1.492
H 0.142 6.017 -2.819
H -0.160 4.258 -3.209
H 1.226 5.030 -3.812
H 1.759 5.774 1.784
H 2.447 4.119 1.995
H 0.691 4.377 1.694
C -3.785 -0.936 -3.595
O -3.291 -1.979 -2.825
C -2.080 -2.449 -3.113
O -1.438 -2.035 -4.048
O -1.862 -3.464 -2.279
C -0.581 -4.102 -2.289
H -4.419 -0.252 -2.962
H -4.445 -1.342 -4.340
H -3.016 -0.326 -4.069
H -0.554 -4.624 -1.308
H 0.215 -3.394 -2.256
H -0.474 -4.766 -3.132
C 2.014 1.772 4.002
N 1.224 0.555 3.947
C 1.963 -0.677 4.044
C -0.053 0.344 3.587
O -0.876 1.255 3.515
H 2.771 1.711 3.213
H 2.483 1.772 4.985
H 1.327 2.601 3.849
H 2.317 -0.949 5.079
H 1.380 -1.577 3.679
H 2.861 -0.645 3.465
H -0.291 -0.741 3.445
C -3.937 0.460 3.784
N -4.309 -0.913 4.023
C -3.467 -1.873 4.832
C -5.261 -1.488 3.222
O -5.520 -2.704 3.171
H -3.816 0.894 4.724
H -4.830 0.929 3.289
H -3.008 0.607 3.205
H -2.452 -1.961 4.486
H -3.400 -1.535 5.879
H -4.003 -2.842 4.878
H -5.907 -0.700 2.678
C 3.455 -2.715 0.588
N 3.870 -1.283 0.491
C 5.264 -0.893 0.146
C 2.869 -0.374 0.660
O 3.085 0.839 0.477
H 4.048 -3.231 1.342
H 3.495 -3.241 -0.426
H 2.404 -2.727 0.762
H 5.781 -0.251 0.841
H 5.843 -1.840 0.085
H 5.258 -0.496 -0.884
H 1.846 -0.742 0.883
C 6.442 -1.100 -5.102
N 5.540 -1.856 -4.236
C 4.139 -2.106 -4.724
C 6.119 -2.729 -3.348
O 5.633 -3.675 -2.753
H 5.816 -0.426 -5.547
H 6.981 -1.614 -5.878
H 7.192 -0.600 -4.474
H 3.621 -1.189 -4.967
H 4.228 -2.725 -5.632
H 3.661 -2.716 -3.917
H 7.225 -2.575 -3.246
C -2.545 -4.796 2.191
N -1.820 -3.623 1.683
C -2.498 -2.677 0.808
C -0.588 -3.523 2.015
O 0.221 -2.650 1.648
H -1.869 -5.581 2.656
H -3.036 -5.288 1.301
H -3.374 -4.539 2.824
H -1.922 -1.744 0.786
H -2.356 -3.064 -0.164
H -3.547 -2.679 1.097
H -0.276 -4.319 2.695
C -0.967 0.721 -0.628
C -0.437 1.372 -1.841
C 1.085 1.274 -1.993
C 1.527 -0.086 -2.185
N 1.758 -1.197 -2.387
H -1.077 -0.361 -0.717
H -1.979 1.124 -0.434
H -0.398 0.976 0.293
H -0.732 2.426 -1.793
H -0.860 0.928 -2.680
H 1.481 1.636 -1.086
H 1.467 1.847 -2.836
C -3.487 4.076 1.129
C -4.114 4.922 0.060
C -3.606 4.570 -1.347
C -3.936 3.142 -1.588
N -4.146 2.020 -1.705
H -3.934 3.058 1.234
H -3.778 4.629 2.052
H -2.432 4.099 1.133
H -4.011 6.018 0.299
H -5.184 4.808 -0.002
H -2.521 4.554 -1.396
H -4.073 5.126 -2.155

(2)
15
Properties=species:S:1:pos:R:3 method="wB97M-V/def2-TZVPD" spin_multiplicity=1 total_charge=+1 homo_ha=-0.53021 smiles="C[N@@H+]1C=C1C1C=C1"
C -0.731 1.683 -1.213
N -0.936 0.237 -1.020
C -1.642 -0.083 0.246
C -0.413 -0.392 0.264
C 0.958 -0.868 0.392
C 1.419 -1.777 1.445
C 1.901 -0.603 1.546
H -0.492 1.994 -0.227
H 0.115 1.856 -1.937
H -1.582 2.196 -1.608
H -1.123 -0.368 -1.779
H -2.660 -0.163 0.523
H 1.456 -0.986 -0.644
H 1.357 -2.776 1.751
H 2.373 0.049 2.260

(3)
19
Properties=species:S:1:pos:R:3 method="wB97M-V/def2-TZVPD" spin_multiplicity=1 homo_ha=-0.33133 smiles="CNCC(=O)O.O.O"
C 1.423 1.501 -0.052
N 0.285 0.587 -0.064
C -1.075 1.123 -0.062
C -2.040 -0.044 0.074
O -2.567 -0.636 -0.827
O -2.368 -0.269 1.371
H 2.282 1.071 -0.559
H 1.517 1.685 1.021
H 1.303 2.479 -0.547
H 0.290 -0.021 -0.873
H -1.253 1.539 -1.060
H -1.317 1.808 0.747
H -2.623 -1.179 1.560
O -0.045 -0.400 -3.678
H -0.937 -0.126 -3.452
H -0.028 -1.345 -3.833
O 2.516 -2.716 3.071
H 1.826 -2.063 3.219
H 2.811 -2.992 3.944

(4)
56
Properties=species:S:1:pos:R:3 method="wB97M-V/def2-TZVPD" s_squared=6.055 spin_multiplicity=5 total_charge=+3 homo_ha="-0.56691 / -0.56675"
Os -0.916 -0.930 0.375
N -1.431 -2.731 -0.647
C -1.692 -2.484 -2.156
C -2.220 -1.053 -2.364
N -1.420 -0.130 -1.546
C -1.915 1.315 -1.514
C -1.124 1.941 -0.398
N -1.270 1.119 0.851
H -0.823 -3.581 -0.606
H -2.369 -3.080 -0.256
H -2.488 -3.186 -2.532
H -0.726 -2.768 -2.622
H -3.293 -1.083 -2.011
H -2.142 -0.704 -3.381
H -0.468 -0.070 -2.005
H -3.023 1.235 -1.247
H -1.709 1.883 -2.455
H -1.384 3.022 -0.281
H -0.014 1.883 -0.655
H -2.211 1.190 1.147
H -0.708 1.546 1.595
C 3.376 1.902 1.198
C 3.090 0.463 1.751
C 4.345 -0.411 1.573
C 2.799 0.458 3.302
C 1.961 -0.269 1.129
C 0.865 -0.743 0.708
H 4.187 2.375 1.789
H 2.411 2.473 1.340
H 3.613 1.957 0.081
H 5.178 -0.133 2.213
H 4.653 -0.353 0.556
H 4.130 -1.491 1.785
H 3.462 0.992 3.983
H 2.955 -0.631 3.520
H 1.755 0.689 3.406
I -4.711 -4.223 3.278
C -2.930 -3.184 3.313
C -1.882 -3.566 4.161
C -0.785 -2.742 4.159
C -0.736 -1.601 3.359
N -1.598 -1.441 2.317
C -2.772 -2.129 2.398
H -1.875 -4.434 4.795
H 0.152 -3.047 4.610
H 0.066 -0.905 3.413
H -3.580 -1.870 1.751
C -0.779 3.100 -5.291
S 0.454 2.160 -4.388
C 1.907 3.253 -4.286
H -0.816 2.586 -6.271
H -0.529 4.142 -5.380
H -1.738 3.016 -4.805
H 2.105 3.760 -5.226
H 2.740 2.575 -4.105
H 1.871 3.939 -3.427

(5)
84
Properties=species:S:1:pos:R:3 method="wB97M-V/def2-TZVPD" s_squared=2.012 spin_multiplicity=3 homo_ha="-0.30440 / -0.32626"
Au -1.630 -0.853 0.832
O -3.586 0.109 0.333
C -4.661 -0.331 0.751
C -4.914 -1.438 1.626
C -6.273 -1.688 1.890
C -6.645 -2.706 2.716
C -5.683 -3.529 3.325
C -4.360 -3.307 3.090
C -3.912 -2.258 2.235
O -2.642 -2.131 2.090
N -8.064 -2.942 2.972
O -8.353 -3.835 3.745
O -8.868 -2.187 2.458
H -5.563 0.197 0.409
H -7.036 -1.069 1.436
H -6.011 -4.329 3.972
H -3.599 -3.928 3.541
C 4.845 1.466 4.164
C 3.899 1.182 3.031
C 2.562 1.540 3.105
C 1.665 1.296 2.068
C 0.231 1.694 2.280
C 2.154 0.684 0.909
As 1.145 0.245 -0.682
N -0.625 0.422 -0.461
C -1.367 0.791 -1.622
C -2.015 -0.173 -2.393
C -2.742 0.212 -3.507
C -2.835 1.553 -3.858
C -2.194 2.512 -3.087
C -1.461 2.135 -1.974
C 1.670 1.427 -2.122
C 1.926 2.790 -1.952
C 1.824 3.491 -0.624
C 2.285 3.533 -3.072
C 2.393 2.958 -4.331
C 2.775 3.781 -5.530
C 2.139 1.599 -4.465
C 1.781 0.812 -3.379
C 1.514 -0.657 -3.580
C 3.499 0.286 0.814
C 4.042 -0.419 -0.403
C 4.348 0.551 1.878
H 4.314 1.833 5.041
H 5.580 2.219 3.874
H 5.394 0.567 4.448
H 2.194 2.025 4.002
H 0.163 2.451 3.061
H -0.355 0.830 2.602
H -0.239 2.078 1.376
H -1.918 -1.217 -2.123
H -3.234 -0.542 -4.108
H -3.405 1.848 -4.730
H -2.264 3.560 -3.352
H -0.964 2.879 -1.364
H 0.946 3.174 -0.061
H 1.759 4.568 -0.771
H 2.696 3.286 0.000
H 2.477 4.594 -2.956
H 2.932 4.825 -5.261
H 1.996 3.738 -6.292
H 3.693 3.404 -5.982
H 2.222 1.135 -5.441
H 1.774 -0.957 -4.594
H 0.460 -0.894 -3.422
H 2.083 -1.288 -2.894
H 3.465 -1.319 -0.632
H 5.074 -0.723 -0.233
H 4.030 0.229 -1.283
H 5.387 0.247 1.805
C 1.606 -3.004 3.283
C 0.216 -2.670 2.789
O 0.305 -1.683 1.737
H 1.545 -3.724 4.101
H 2.113 -2.108 3.642
H 2.198 -3.449 2.482
H -0.397 -2.222 3.569
H -0.297 -3.552 2.405
H 0.852 -2.081 1.017
F 1.346 -3.907 -2.104
B 0.777 -3.552 -0.902
F 1.745 -2.759 -0.145
F 0.414 -4.628 -0.112
F -0.341 -2.700 -1.104

(6)
138
Properties=species:S:1:pos:R:3 method="wB97M-V/def2-TZVPD" spin_multiplicity=1 total_charge=-1 homo_ha=-0.12363
C -5.852 -2.325 3.658
C -4.794 -2.304 2.732
C -4.937 -2.603 1.303
P -4.684 -0.987 0.216
C -4.520 0.672 -0.782
C -5.154 1.865 -0.053
C -4.195 3.044 0.204
C -3.636 3.087 1.629
C -4.677 3.094 2.727
O -5.670 4.129 2.590
C -6.849 3.742 2.030
C -7.653 2.635 2.676
O -7.241 4.273 1.026
C -3.233 -1.785 -0.841
C -1.995 -2.247 -0.136
O -1.475 -3.323 -0.414
C -1.323 -1.441 0.939
C -1.118 -2.074 2.166
C -0.534 -1.418 3.234
C -0.140 -0.087 3.094
C -0.311 0.521 1.861
C -0.917 -0.126 0.796
H -5.943 -3.098 4.417
H -6.580 -1.515 3.625
H -3.815 -1.995 3.116
H -5.969 -2.918 1.131
H -4.295 -3.438 1.005
H -3.780 -0.395 1.209
H -5.850 -0.441 0.939
H -5.631 -1.507 -0.801
H -5.027 0.485 -1.734
H -3.465 0.915 -0.944
H -5.641 1.566 0.881
H -5.950 2.262 -0.691
H -3.335 2.981 -0.471
H -4.654 4.013 -0.011
H -3.004 2.206 1.806
H -2.959 3.943 1.729
H -4.176 3.273 3.680
H -5.108 2.093 2.803
H -8.603 3.003 3.054
H -7.090 2.159 3.480
H -7.805 1.863 1.921
H -3.642 -2.690 -1.300
H -2.918 -1.139 -1.668
H -1.430 -3.106 2.277
H -0.437 -1.967 4.163
H 0.315 0.413 3.939
H 0.012 1.559 1.781
H -1.069 0.375 -0.155
Cl 0.052 3.525 1.291
C 0.751 5.160 1.172
C 1.786 5.256 0.081
Cl 3.257 4.322 0.464
H 1.170 5.416 2.143
H -0.070 5.844 0.956
H 2.093 6.293 -0.043
H 1.397 4.894 -0.867
Cl 2.009 -0.895 1.362
C 2.857 -1.745 0.049
C 2.407 -3.182 -0.026
Cl 2.971 -4.132 1.380
H 3.932 -1.666 0.204
H 2.607 -1.231 -0.879
H 2.816 -3.656 -0.916
H 1.319 -3.254 -0.066
Cl 3.379 -4.469 -3.209
C 1.636 -4.710 -3.533
C 1.301 -4.522 -4.987
Cl 1.473 -2.816 -5.495
H 1.078 -4.022 -2.901
H 1.394 -5.727 -3.228
H 0.263 -4.801 -5.160
H 1.937 -5.129 -5.627
Cl -2.153 1.499 7.532
C -3.461 1.847 6.363
C -3.813 0.654 5.518
Cl -2.509 0.218 4.379
H -3.142 2.690 5.755
H -4.329 2.152 6.946
H -4.696 0.876 4.922
H -4.028 -0.220 6.129
Cl 0.582 -8.717 -2.178
C 2.059 -9.670 -2.471
C 3.112 -8.870 -3.192
Cl 2.642 -8.501 -4.871
H 1.780 -10.558 -3.033
H 2.437 -9.979 -1.498
H 4.041 -9.437 -3.239
H 3.311 -7.927 -2.686
Cl 4.367 -4.771 -7.778
C 4.321 -2.988 -7.820
C 4.486 -2.446 -9.214
Cl 6.134 -2.715 -9.849
H 5.095 -2.618 -7.154
H 3.354 -2.689 -7.422
H 4.322 -1.369 -9.210
H 3.781 -2.898 -9.907
Cl -2.612 4.950 5.447
C -1.941 6.599 5.441
C -0.790 6.740 4.479
Cl 0.652 5.832 5.006
H -1.644 6.844 6.458
H -2.750 7.267 5.149
H -0.498 7.788 4.411
H -1.062 6.390 3.485
Cl 5.259 -1.600 -4.820
C 6.777 -0.722 -4.516
C 7.637 -0.636 -5.751
Cl 8.285 -2.227 -6.230
H 7.295 -1.221 -3.701
H 6.506 0.281 -4.187
H 8.490 0.012 -5.561
H 7.080 -0.236 -6.595
Cl 3.684 -1.314 4.302
C 5.362 -0.798 4.037
C 5.564 0.663 4.352
Cl 4.728 1.723 3.189
H 5.622 -1.020 3.004
H 5.991 -1.404 4.689
H 6.625 0.906 4.299
H 5.202 0.905 5.347
Cl 10.969 -5.756 -9.548
C 9.926 -4.406 -10.070
C 10.436 -3.746 -11.324
Cl 11.961 -2.861 -11.054
H 9.856 -3.698 -9.247
H 8.936 -4.821 -10.252
H 9.705 -3.020 -11.675
H 10.608 -4.473 -12.114
Cl -5.686 7.240 7.716
C -5.860 9.009 7.628
C -5.474 9.547 6.275
Cl -3.724 9.383 5.971
H -5.252 9.446 8.417
H -6.905 9.240 7.827
H -5.711 10.608 6.217
H -6.001 9.033 5.476

The following maximum force values (in eV Å⁻¹) correspond, in order, to the records above: 3.77 2.53 1.22 2.90 0.58 2.08.
The following M values (in g/mol) correspond, in order, to the records above: 683.85 94.14 125.12 641.67 900.36 1411.95.